# 1
14
Properties=species:S:1:pos:R:3:lowdin_spin:R:1 method="wB97M-V/def2-TZVPD" de_lowest_kcal_mol=1.5 multiplicity=7 total_charge=+2 homo_lumo_gap_ev="8.5 / 5.7" homo_ev="-17.29 / -19.77"
H 2.48 -0.30 1.16 0.015
O 0.35 -0.81 0.51 0.057
C -0.44 0.16 0.11 0.051
O -0.11 1.34 0.04 0.335
Ru 1.54 2.41 0.10 4.990
O -1.60 -0.31 -0.22 0.027
C -2.76 0.50 0.01 0.002
H -2.64 1.05 0.95 0.001
H -2.91 1.19 -0.83 0.001
H -3.59 -0.21 0.09 0.000
C 1.72 -0.62 0.38 0.225
C 2.46 -1.33 -0.48 0.276
H 1.98 -1.95 -1.23 0.011
H 3.52 -1.10 -0.59 0.008

---

# 2
42
Properties=species:S:1:pos:R:3:nbo_charge:R:1 method="wB97M-V/def2-TZVPD" de_lowest_kcal_mol=42.5 smiles=CCCSc1nnc(-c2ccccc2O)n1-c1ccccc1C homo_lumo_gap_ev=8.9 homo_ev=-8.30
C 1.58 4.60 1.62 -0.605
C 1.23 3.63 0.51 -0.412
C -0.15 3.99 -0.03 -0.500
S -0.80 2.79 -1.27 0.237
C -1.23 1.44 -0.20 0.199
N -1.86 1.63 0.92 -0.296
N -1.83 0.45 1.60 -0.333
C -1.22 -0.44 0.90 0.340
C -1.04 -1.80 1.39 -0.137
C -0.79 -2.85 0.49 -0.166
C -0.54 -4.17 0.92 -0.267
C -0.57 -4.40 2.28 -0.169
C -0.85 -3.40 3.21 -0.289
C -1.10 -2.09 2.80 0.359
O -1.42 -1.16 3.71 -0.673
N -0.82 0.15 -0.30 -0.414
C 0.10 -0.35 -1.22 0.132
C 1.46 -0.52 -0.80 -0.193
C 2.45 -0.92 -1.67 -0.215
C 2.18 -1.28 -2.99 -0.187
C 0.84 -1.15 -3.45 -0.209
C -0.18 -0.69 -2.60 0.001
C -1.56 -0.54 -3.15 -0.641
H 1.32 5.62 1.32 0.201
H 2.64 4.57 1.83 0.215
H 1.00 4.34 2.53 0.211
H 1.30 2.60 0.86 0.200
H 1.92 3.68 -0.31 0.201
H -0.85 4.08 0.84 0.240
H -0.09 4.96 -0.51 0.225
H -0.89 -2.65 -0.58 0.213
H -0.31 -5.00 0.26 0.220
H -0.41 -5.44 2.61 0.213
H -0.96 -3.68 4.25 0.228
H -1.55 -0.28 3.28 0.516
H 1.76 -0.21 0.21 0.222
H 3.44 -1.07 -1.27 0.218
H 2.96 -1.62 -3.68 0.223
H 0.60 -1.39 -4.47 0.215
H -2.14 -1.45 -3.00 0.228
H -1.56 -0.27 -4.22 0.227
H -2.04 0.28 -2.63 0.221

---

# 3
106
Properties=species:S:1:pos:R:3:mulliken_charge:R:1 method="wB97M-V/def2-TZVPD" total_charge=+1 homo_lumo_gap_ev=6.4 homo_ev=-11.25
C 0.59 -0.30 0.30 -1.719
C 1.57 0.64 -0.40 2.099
C 2.66 1.09 0.35 -1.718
C 3.63 1.91 -0.23 -0.846
C 3.47 2.27 -1.56 -1.251
C 2.38 1.86 -2.31 -1.567
C 1.40 1.03 -1.74 1.291
C 0.27 0.61 -2.66 -1.550
O -1.07 0.68 -2.08 0.545
C -1.82 1.67 -2.65 -0.249
O -2.41 1.50 -3.69 -0.503
C -1.94 3.02 -1.93 1.086
C -1.85 4.20 -2.69 -0.792
C -1.94 5.41 -2.05 -0.646
N -2.09 5.49 -0.73 0.069
C -2.20 4.40 0.04 -0.501
C -2.14 3.14 -0.54 -0.163
C -2.30 1.96 0.40 0.750
C -3.81 1.60 0.64 -0.930
C -4.54 0.90 -0.53 -0.876
C -3.85 -0.39 -1.06 0.363
S -4.82 -1.91 -0.77 1.036
O -5.19 -2.45 -2.04 -0.495
O -5.93 -1.72 0.11 -0.632
Cl -3.45 -3.25 0.02 -0.105
H 0.17 0.25 1.17 0.105
H 1.10 -1.19 0.70 0.620
H -0.24 -0.65 -0.32 0.067
H 2.75 0.77 1.38 1.095
H 4.47 2.23 0.39 0.598
H 4.27 2.90 -2.00 0.924
H 2.33 2.20 -3.38 0.554
H 0.25 1.24 -3.57 0.297
H 0.44 -0.42 -3.00 0.556
H -1.72 4.14 -3.77 0.561
H -1.86 6.33 -2.63 0.451
H -2.15 6.39 -0.25 0.313
H -2.33 4.49 1.12 0.592
H -1.89 2.29 1.37 0.630
H -1.72 1.08 0.12 -1.044
H -4.33 2.56 0.80 0.386
H -3.88 1.06 1.60 0.360
H -4.63 1.62 -1.37 0.329
H -5.57 0.69 -0.20 0.605
H -3.78 -0.30 -2.16 0.185
H -2.84 -0.57 -0.68 -0.371
C 4.16 6.56 -0.34 -0.355
Br 4.33 4.95 -1.40 0.380
Br 2.74 6.38 0.96 -0.073
Br 5.83 7.07 0.50 -0.045
H 3.88 7.36 -1.00 0.351
C -1.94 -6.18 1.85 0.507
Br -2.48 -7.97 1.39 0.099
Br -2.45 -5.72 3.66 -0.026
Br -0.06 -5.89 1.55 0.072
H -2.47 -5.51 1.19 -0.439
C -2.35 -3.90 -4.18 0.227
Br -0.90 -4.66 -5.20 -0.034
Br -2.85 -5.01 -2.69 0.009
Br -1.96 -2.09 -3.63 0.031
H -3.21 -3.85 -4.84 -0.223
C -1.91 0.73 5.09 -0.408
Br -3.45 1.89 5.09 -0.040
Br -1.84 -0.39 3.52 -0.037
Br -0.27 1.71 5.33 0.060
H -2.01 0.07 5.94 0.418
C 5.07 2.88 -5.64 -0.392
Br 4.69 4.70 -5.15 -0.035
Br 6.95 2.47 -5.55 -0.002
Br 4.03 1.65 -4.57 0.080
H 4.77 2.76 -6.67 0.406
C 7.14 9.28 -2.41 0.175
Br 5.71 10.58 -2.28 -0.014
Br 7.09 8.34 -4.09 0.008
Br 8.86 10.09 -2.10 -0.006
H 6.98 8.56 -1.62 -0.167
C -6.30 -4.98 -6.65 -0.345
Br -6.83 -6.79 -7.03 -0.005
Br -6.77 -4.45 -4.85 0.010
Br -4.42 -4.70 -6.98 -0.034
H -6.84 -4.33 -7.32 0.376
C 3.77 2.96 4.18 -0.434
Br 2.73 2.68 2.57 0.199
Br 2.71 3.65 5.64 -0.066
Br 4.72 1.37 4.70 0.012
H 4.51 3.72 3.95 0.387
C -0.66 -9.12 5.49 -0.038
Br 0.56 -8.21 6.68 -0.036
Br 0.23 -9.74 3.91 -0.020
Br -1.61 -10.53 6.39 -0.020
H -1.40 -8.39 5.18 0.089
C 3.47 -4.98 2.71 0.089
Br 4.96 -5.65 1.69 -0.003
Br 2.99 -6.17 4.15 0.064
Br 3.78 -3.19 3.35 -0.007
H 2.62 -4.93 2.05 -0.185
C 4.49 4.07 9.05 0.093
Br 6.01 3.47 8.03 -0.006
Br 4.06 2.84 10.48 -0.002
Br 4.73 5.86 9.71 -0.005
H 3.64 4.08 8.38 -0.108
C -4.07 -11.24 -1.20 -0.319
Br -4.16 -9.45 -1.91 -0.010
Br -3.25 -11.28 0.55 -0.055
Br -5.79 -12.11 -1.21 -0.008
H -3.42 -11.81 -1.86 0.355